No. 1
C6H18N2O | wB97M-V/def2-TZVPD

Geometry as ORCA input:
```
! wB97M-V def2-TZVPD RIJCOSX def2/J DEFGRID3
* xyz 0 1
C -2.760 -1.192 0.195
N -1.378 -1.009 -0.220
C -1.069 -1.825 -1.379
O -1.194 0.362 -0.604
H -2.888 -2.226 0.518
H -3.474 -0.975 -0.611
H -2.972 -0.535 1.038
H -0.060 -1.601 -1.713
H -1.750 -1.637 -2.219
H -1.126 -2.873 -1.088
H -1.296 1.030 0.334
C -0.173 0.977 2.259
N -1.091 1.661 1.689
H 0.493 1.368 3.028
H -0.184 -0.085 2.035
H -1.104 2.659 1.883
C 1.895 1.458 -1.358
C 1.758 0.838 0.030
C 2.324 -0.580 0.091
H 2.925 1.427 -1.714
H 1.547 2.492 -1.344
H 1.255 0.921 -2.056
H 2.306 1.453 0.745
H 0.620 0.707 0.154
H 1.753 -1.234 -0.566
H 3.368 -0.604 -0.230
H 2.278 -0.979 1.104
*
```

frontier orbital gap: 8.43 eV
E_LUMO: 0.0216 hartree
E: -11538.3162 eV
structure (SMILES): CN(C)O.C=N.CCC

Results of the natural (NBO) charge analysis, in e, for atoms 1 through 8:
1 C -0.429
2 N -0.186
3 C -0.422
4 O -0.687
5 H 0.195
6 H 0.171
7 H 0.199
8 H 0.204

***

No. 2
C4H6O | wB97M-V/def2-TZVPD

Geometry as ORCA input:
```
! wB97M-V def2-TZVPD RIJCOSX def2/J DEFGRID3
* xyz 0 1
C 0.003 2.419 0.737
C -0.336 1.278 0.475
C -0.704 -0.026 0.010
C 0.505 -0.831 -0.151
O 0.274 -2.076 -0.749
H 0.216 3.417 0.959
H -1.492 -0.530 0.707
H -1.108 0.261 -1.012
H 1.305 -0.233 -0.705
H 0.943 -0.919 0.859
H 1.142 -2.431 -1.243
*
```

frontier orbital gap: 10.67 eV
E_LUMO: 0.0280 hartree
E: -6289.9178 eV
structure (SMILES): C#CCCO

Results of the natural (NBO) charge analysis, in e, for atoms 1 through 8:
1 C -0.261
2 C 0.018
3 C -0.515
4 C -0.048
5 O -0.722
6 H 0.233
7 H 0.244
8 H 0.244

***

No. 3
C32H93N15O11 | wB97M-V/def2-TZVPD

Geometry as ORCA input:
```
! wB97M-V def2-TZVPD RIJCOSX def2/J DEFGRID3
* xyz 0 1
C -0.392 2.298 8.665
O -0.651 2.330 7.289
C -1.275 1.126 6.842
C -1.280 1.039 5.336
C -2.231 2.002 4.617
N -1.717 -0.249 4.884
H 0.036 3.211 9.079
H 0.441 1.619 8.845
H -1.322 2.109 9.201
H -0.621 0.310 7.150
H -2.245 0.762 7.179
H -0.291 1.236 4.922
H -1.765 2.986 4.564
H -3.261 2.191 4.920
H -2.398 1.768 3.566
H -1.276 -1.036 5.337
H -2.701 -0.352 5.086
C -6.800 -2.342 -2.878
O -7.301 -3.484 -3.554
C -8.623 -3.825 -3.611
C -8.915 -4.743 -4.736
C -8.825 -4.259 -6.200
N -10.228 -5.190 -4.633
H -7.124 -1.410 -3.342
H -5.713 -2.320 -2.954
H -7.049 -2.345 -1.817
H -8.860 -4.369 -2.696
H -9.225 -2.923 -3.720
H -8.207 -5.567 -4.661
H -8.979 -5.143 -6.818
H -7.889 -3.755 -6.444
H -9.650 -3.671 -6.603
H -10.891 -4.554 -5.052
H -10.440 -5.825 -5.389
C 6.779 -1.165 2.846
O 6.776 -0.667 4.161
C 7.540 0.592 4.211
C 7.358 1.457 5.504
C 6.116 2.308 5.379
N 8.448 2.470 5.664
H 6.554 -2.191 2.556
H 7.760 -1.081 2.378
H 5.971 -0.639 2.337
H 8.613 0.460 4.070
H 7.370 1.274 3.378
H 7.335 0.806 6.377
H 6.280 3.215 4.797
H 5.775 2.714 6.332
H 5.235 1.693 5.196
H 8.453 3.219 4.986
H 9.277 2.004 5.326
C -2.585 12.141 -2.194
O -1.687 11.086 -1.958
C -2.270 9.858 -2.167
C -1.223 8.896 -1.244
C -1.385 7.355 -1.376
N -1.386 9.203 0.153
H -3.287 12.239 -1.366
H -3.148 12.181 -3.126
H -2.075 13.100 -2.281
H -3.285 9.756 -1.782
H -2.335 9.512 -3.199
H -0.205 9.110 -1.570
H -0.696 6.871 -0.684
H -0.950 7.196 -2.363
H -2.363 6.876 -1.325
H -1.199 10.177 0.342
H -2.381 9.165 0.325
C 6.719 6.127 -1.472
O 6.508 4.786 -0.943
C 5.258 4.313 -1.494
C 5.589 3.466 -2.769
C 4.529 3.252 -3.864
N 5.997 2.113 -2.415
H 6.774 6.072 -2.560
H 7.720 6.490 -1.239
H 5.952 6.859 -1.220
H 4.897 3.574 -0.779
H 4.458 5.050 -1.560
H 6.398 3.973 -3.296
H 3.545 3.104 -3.418
H 4.573 2.254 -4.299
H 4.335 4.100 -4.521
H 6.423 1.901 -1.523
H 5.255 1.433 -2.498
C 5.130 -4.325 10.985
O 4.723 -5.317 10.044
C 4.107 -4.648 8.958
C 3.645 -5.497 7.779
C 4.705 -6.239 6.992
N 2.870 -4.671 6.917
H 4.375 -3.669 11.418
H 5.864 -3.705 10.471
H 5.830 -4.711 11.726
H 3.310 -4.032 9.374
H 4.842 -3.953 8.552
H 2.966 -6.280 8.115
H 4.198 -6.959 6.350
H 5.426 -6.690 7.674
H 5.417 -5.613 6.453
H 2.119 -4.236 7.434
H 3.515 -3.898 6.836
C -6.594 1.760 -8.111
O -5.998 3.082 -8.331
C -4.698 2.865 -8.888
C -3.617 3.380 -7.877
C -3.216 2.284 -6.831
N -3.937 4.612 -7.220
H -6.453 1.087 -8.957
H -7.574 1.793 -7.635
H -6.123 1.202 -7.302
H -4.323 1.878 -9.158
H -4.802 3.500 -9.767
H -2.739 3.583 -8.491
H -2.335 2.514 -6.231
H -2.980 1.415 -7.445
H -3.992 1.889 -6.176
H -3.842 5.297 -7.956
H -4.922 4.616 -6.994
N -3.138 -5.254 -7.901
C -2.111 -4.791 -7.244
N -2.192 -4.740 -5.961
O -1.175 -4.363 -7.921
H -3.973 -5.597 -7.447
H -3.043 -5.338 -8.903
H -1.506 -4.214 -5.438
H -3.122 -4.838 -5.578
N 4.046 -7.117 -1.912
C 3.324 -7.902 -1.133
N 3.992 -8.925 -0.769
O 2.180 -7.664 -0.819
H 4.989 -7.435 -2.082
H 3.541 -6.262 -2.097
H 3.782 -9.389 0.103
H 4.705 -9.327 -1.361
N -2.723 -7.448 1.961
C -3.754 -6.694 1.756
N -4.148 -6.567 0.501
O -4.382 -6.092 2.615
H -2.445 -7.320 2.924
H -1.976 -7.571 1.293
H -4.829 -5.821 0.492
H -3.412 -6.735 -0.169
N 0.813 -2.464 0.657
C 1.020 -1.739 -0.402
N 0.474 -0.600 -0.215
O 1.622 -2.060 -1.387
H 1.109 -3.425 0.565
H 0.174 -2.134 1.367
H 0.683 -0.015 -1.011
H 0.127 -0.154 0.622
*
```

frontier orbital gap: 8.86 eV
E_LUMO: 0.0017 hartree
E: -79558.0608 eV
structure (SMILES): COC[C@H](C)N.COC[C@H](C)N.COC[C@H](C)N.COC[C@H](C)N.COC[C@H](C)N.COC[C@H](C)N.COC[C@H](C)N.NC(N)=O.NC(N)=O.NC(N)=O.NC(N)=O

Results of the Löwdin charge analysis, in e, for atoms 1 through 8:
1 C -0.125
2 O -0.165
3 C -0.214
4 C -0.453
5 C -0.073
6 N 0.019
7 H 0.084
8 H 0.086

***

No. 4
C28H31N5O5S | wB97M-V/def2-TZVPD

Geometry as ORCA input:
```
! wB97M-V def2-TZVPD RIJCOSX def2/J DEFGRID3
* xyz 0 1
N -5.034 -1.337 2.149
C -4.514 -2.167 1.030
C -5.142 -1.693 -0.364
C -4.592 -0.241 -0.647
C -5.469 0.887 -0.242
N -6.810 0.666 0.355
C -7.596 0.459 -0.595
O -8.268 0.042 -1.445
C -5.064 2.305 -0.448
C -3.735 2.526 -1.039
C -2.864 1.403 -1.450
C -3.263 -0.012 -1.286
N -2.473 -1.148 -1.694
C -1.048 -1.001 -1.479
C -0.301 -2.216 -1.040
C 1.159 -2.202 -0.833
C 1.968 -0.971 -1.057
C 1.250 0.255 -1.455
O 2.015 1.463 -1.652
C 2.772 1.795 -0.485
O 3.871 2.255 -0.662
C 2.272 1.645 1.002
C 0.856 1.658 1.428
C 0.403 1.499 2.814
C 1.426 1.347 3.866
C 2.856 1.337 3.495
C 3.277 1.474 2.089
C -0.262 0.221 -1.667
S -1.222 1.706 -2.199
H -5.683 -1.867 2.732
H -4.276 -0.964 2.721
H -3.384 -2.096 1.005
H -4.745 -3.260 1.239
H -6.256 -1.712 -0.232
H -4.864 -2.421 -1.180
H -5.738 3.155 -0.161
H -3.380 3.577 -1.182
H -2.829 -2.027 -1.320
H -0.809 -3.197 -0.848
H 1.734 -3.120 -0.532
H 3.075 -0.982 -0.926
H 0.079 1.767 0.624
H -0.698 1.497 3.000
H 1.063 1.245 4.915
H 3.621 1.194 4.299
H 4.349 1.449 1.780
C 4.006 -7.843 -1.403
N 3.241 -6.748 -0.839
C 3.655 -5.484 -0.570
C 5.085 -5.126 -0.881
O 2.873 -4.673 -0.088
H 3.519 -8.165 -2.326
H 4.001 -8.670 -0.692
H 5.032 -7.557 -1.618
H 2.274 -6.912 -0.604
H 5.261 -4.086 -0.612
H 5.765 -5.754 -0.302
H 5.279 -5.244 -1.949
C 1.404 5.091 -1.205
N 1.664 5.042 0.210
C 2.075 6.049 1.026
C 2.298 7.407 0.412
O 2.253 5.839 2.217
H 0.364 4.794 -1.361
H 2.058 4.371 -1.701
H 1.567 6.081 -1.623
H 1.534 4.158 0.677
H 2.622 8.101 1.186
H 3.076 7.353 -0.352
H 1.369 7.782 -0.022
*
```

frontier orbital gap: 7.78 eV
E_LUMO: 0.0034 hartree
E: -58058.4886 eV
structure (SMILES): NCCc1c(N=C=O)ccc2c1Nc1cccc(OC(=O)c3ccccc3)c1S2.CNC(C)=O.CNC(C)=O

Results of the natural (NBO) charge analysis, in e, for atoms 1 through 8:
1 N -0.854
2 C -0.214
3 C -0.450
4 C -0.100
5 C 0.164
6 N -0.559
7 C 0.879
8 O -0.477

***

No. 5
CHOS | wB97M-V/def2-TZVPD

Geometry as ORCA input:
```
! wB97M-V def2-TZVPD RIJCOSX def2/J DEFGRID3
* xyz -1 1
O 1.008 0.428 -0.896
C -0.010 0.103 -0.036
S 0.038 -1.145 1.158
H -1.037 0.615 -0.226
*
```

frontier orbital gap: 7.43 eV
E_LUMO: 0.1526 hartree
E: -13936.5364 eV
structure (SMILES): [O-]C=S

In the natural (NBO) picture, each atom carries the following charge in e:
1 O -0.735
2 C 0.116
3 S -0.480
4 H 0.099

***

The records above give, respectively, ΔE to the lowest compared entry with this formula, charge and spin values of 327.02; 192.98; 995.04; 590.64; 36.07 kJ/mol.